Entry from OMol25: a molecular structure, C6H10BiO6 in a non-equilibrium geometry (wB97M-V/def2-TZVPD).

The value obtained for the HOMO-LUMO gap (alpha / beta) is 4.21 / 4.40 eV. The spin multiplicity is 2. The HOMO energy (alpha / beta) comes out at -16.34 / -16.34 eV. The value obtained for the calculated total energy is -24488.6212 eV. Its charge is +2. The calculation puts the largest force on an atom at 4.89 eV/A.

Structure (XYZ):
```
23
Properties=species:S:1:pos:R:3:forces:R:3
O 0.838 2.431 0.794 1.88 -1.37 -0.24
C 1.656 1.676 0.368 -4.32 2.10 0.88
O 1.694 0.343 0.434 1.71 -0.31 -0.63
C 0.793 -0.338 1.353 -1.25 -1.18 1.53
C 0.470 -1.730 0.856 0.05 0.02 -0.02
C -0.136 -1.870 -0.552 -0.16 -0.13 -0.10
C -0.891 -0.682 -1.112 -0.51 0.28 -0.17
O -1.915 -0.272 -0.195 0.83 -1.14 0.41
C -2.466 0.911 -0.408 -0.79 1.45 -0.56
O -2.218 1.654 -1.326 0.37 -0.43 0.26
O -3.337 1.155 0.563 0.18 -0.39 0.19
H -0.100 0.289 1.444 0.22 -0.01 -0.22
H 1.307 -0.382 2.320 -0.09 0.12 -0.22
H -0.231 -2.125 1.605 0.19 0.10 -0.11
H 1.368 -2.360 0.921 -0.13 -0.02 0.14
H -0.787 -2.755 -0.562 0.25 0.22 -0.01
H 0.661 -2.077 -1.282 -0.11 -0.08 0.02
H -1.361 -0.949 -2.067 0.22 0.13 0.17
H -0.228 0.173 -1.295 -0.10 0.04 -0.09
H -3.759 2.009 0.405 -0.03 0.11 -0.15
Bi 3.574 -0.013 -0.883 -0.07 -0.52 -0.02
O 2.581 1.985 -0.553 1.37 1.06 -0.92
H 2.489 2.926 -0.828 0.30 -0.02 -0.14
```
Positions in Å, forces in eV/Å.

Löwdin atomic charge list, values in e, 2 entries: number 1, O, carries 0.2955; number 2, C, carries -0.6267

=====

Entry from OMol25: a single C6H10BrN molecule in a non-equilibrium geometry (wB97M-V/def2-TZVPD).

The value obtained for the HOMO-LUMO gap is 8.34 eV. Its SMILES is C=CN(C)/C=C(/C)Br. The HOMO energy comes out at -7.52 eV. The value obtained for the calculated total energy is -77913.9012 eV. The calculation puts the largest force on an atom at 6.26 eV/A.

Structure (XYZ):
```
18
Properties=species:S:1:pos:R:3:forces:R:3
C 0.643 2.738 -0.568 -0.89 0.54 0.49
C -0.065 1.617 -0.476 2.33 0.48 0.85
C -0.430 -0.675 -0.150 -6.24 -0.22 0.40
C -1.896 -0.843 -0.149 6.02 0.01 -0.67
C -2.483 -2.184 -0.527 1.04 -1.04 0.70
C 1.609 0.352 0.835 -3.29 -1.78 3.59
N 0.314 0.441 0.129 0.63 0.47 0.44
Br -3.034 0.587 0.005 -1.05 0.66 0.58
H 0.101 3.604 -0.892 -0.12 0.25 -0.62
H 1.512 2.994 -0.026 1.10 -0.29 0.36
H -1.003 1.611 -0.889 -1.81 -0.21 -1.05
H 0.081 -1.511 -0.512 0.88 -1.51 -0.02
H -2.251 -2.864 0.391 -0.75 0.80 -1.69
H -3.600 -2.113 -0.680 1.47 -0.33 -0.16
H -1.850 -2.591 -1.410 -1.62 0.42 1.26
H 2.378 0.585 0.245 3.04 1.25 -2.43
H 1.642 0.951 1.806 -0.29 -0.32 -1.43
H 1.785 -0.694 1.206 -0.45 0.79 -0.60
```
Positions in Å, forces in eV/Å.

Löwdin atomic charge list, values in e, 2 entries: number 1, C, carries 0.0108; number 2, C, carries -0.2424

=====

Entry from OMol25: a gas-phase ion, C6H10BrN2 (charge +1) in a non-equilibrium geometry (wB97M-V/def2-TZVPD).

The value obtained for the HOMO-LUMO gap is 7.63 eV. The HOMO energy comes out at -13.35 eV. The value obtained for the calculated total energy is -79397.4611 eV. Its charge is +1. The calculation puts the largest force on an atom at 4.66 eV/A.

Structure (XYZ):
```
19
Properties=species:S:1:pos:R:3:forces:R:3
C 0.451 -0.415 1.677 -1.79 0.14 -2.41
C -0.506 -1.169 0.997 1.98 1.67 1.67
C 0.810 1.324 -0.246 -0.97 -1.28 -1.34
C 0.701 1.050 1.286 2.15 -3.66 -1.92
C -1.458 -0.818 0.033 -0.54 1.88 -0.72
C -1.858 -1.688 -1.094 -1.90 -0.47 -0.64
N 0.130 0.625 -1.086 -0.51 0.48 -1.39
N 1.520 2.351 -0.706 1.68 2.58 0.50
Br -2.606 0.698 0.254 0.48 -0.75 0.31
H 1.185 -0.936 2.323 -0.65 0.45 -0.45
H -0.369 -2.196 1.084 0.02 -1.90 0.23
H -0.043 1.681 1.518 -2.74 2.28 1.62
H 1.620 1.246 1.746 1.24 1.16 0.71
H -1.249 -1.303 -1.938 0.06 -1.08 0.36
H -2.896 -1.461 -1.430 0.65 0.27 0.41
H -1.980 -2.798 -0.896 1.32 1.22 -0.18
H 0.077 1.107 -2.082 0.14 -1.52 2.53
H 1.960 3.043 -0.032 -0.71 -1.28 -1.59
H 1.535 2.540 -1.751 0.08 -0.17 2.28
```
Positions in Å, forces in eV/Å.

Löwdin atomic charge list, values in e, 2 entries: number 1, C, carries 0.0700; number 2, C, carries -0.1172

=====

Entry from OMol25: a molecular structure, C6H10BrN2 in a non-equilibrium geometry (wB97M-V/def2-TZVPD).

The value obtained for the HOMO-LUMO gap is 9.09 eV. The HOMO energy comes out at -13.46 eV. The value obtained for the calculated total energy is -79393.2267 eV. Its charge is +1. The calculation puts the largest force on an atom at 3.64 eV/A.

Structure (XYZ):
```
19
Properties=species:S:1:pos:R:3:forces:R:3
C 0.812 3.267 -0.825 1.32 -0.89 1.25
C 1.016 -0.327 -0.498 -1.19 0.03 2.61
C -1.247 -0.989 -0.030 1.28 -2.32 -2.10
C 0.026 0.285 1.763 0.63 2.64 -0.33
C 1.109 -1.163 -1.732 0.65 -0.03 1.37
C -0.010 -0.312 0.416 2.48 1.13 -1.99
N 2.356 2.239 0.678 0.62 0.95 1.99
N 1.623 2.752 -0.172 -2.40 1.83 -2.03
Br 2.822 0.614 0.162 -0.34 -3.21 -1.26
H 0.313 3.889 -1.500 -0.49 0.57 -0.76
H -2.043 -0.805 0.594 -1.83 0.47 1.45
H -1.554 -0.813 -1.078 0.26 0.32 0.50
H -1.047 -2.105 -0.035 -0.29 1.00 0.24
H -0.423 1.316 1.862 -0.17 -0.90 -0.75
H -0.619 -0.315 2.348 0.06 -0.73 1.40
H 1.051 0.578 2.082 -0.68 -1.21 0.40
H 2.201 -1.193 -1.979 -1.35 0.17 -1.19
H 0.838 -2.184 -1.443 0.27 -0.08 0.16
H 0.239 -0.869 -2.336 1.18 0.27 -0.97
```
Positions in Å, forces in eV/Å.

Löwdin atomic charge list, values in e, 2 entries: number 1, C, carries 0.2533; number 2, C, carries -0.3469

=====

Entry from OMol25: a gas-phase ion, C6H10BrN2 (charge +1) in a non-equilibrium geometry (wB97M-V/def2-TZVPD).

The value obtained for the HOMO-LUMO gap is 9.16 eV. The HOMO energy comes out at -13.36 eV. The value obtained for the calculated total energy is -79398.1931 eV. Its charge is +1. The calculation puts the largest force on an atom at 4.70 eV/A.

Structure (XYZ):
```
19
Properties=species:S:1:pos:R:3:forces:R:3
C -1.249 -1.767 0.110 -2.60 -1.73 0.14
C -1.945 -0.620 -0.012 4.20 1.75 0.62
C 0.158 -1.651 -0.047 -0.80 0.63 -0.87
C -0.307 0.695 -0.081 -3.95 -1.72 1.88
C -0.511 1.415 -1.354 0.35 1.55 -1.11
C -0.294 1.567 1.289 -1.13 -1.21 -2.10
N 0.558 -0.416 -0.290 1.02 -0.70 1.52
N 0.948 -2.711 -0.091 0.95 -1.21 -0.88
Br -3.630 0.033 0.109 0.11 -0.36 -0.08
H -1.646 -2.817 0.274 0.21 1.50 -0.23
H 0.208 2.308 -1.362 -0.97 -1.06 -0.34
H -1.560 1.808 -1.492 1.13 -0.32 0.28
H -0.260 0.709 -2.187 -0.35 0.90 0.54
H 0.360 1.295 2.094 0.86 -0.35 -0.15
H -1.286 1.529 1.762 0.06 0.06 -0.49
H -0.138 2.560 0.904 0.25 0.55 0.42
H 1.539 -0.338 -0.195 1.27 0.88 -0.24
H 0.502 -3.570 -0.498 0.88 1.07 0.99
H 1.977 -2.603 -0.242 -1.50 -0.23 0.10
```
Positions in Å, forces in eV/Å.

Löwdin atomic charge list, values in e, 2 entries: number 1, C, carries -0.0892; number 2, C, carries -0.5628

=====

Entry from OMol25: 2 unconnected molecules or ions with the total composition C6H10ClN2 in a non-equilibrium geometry (wB97M-V/def2-TZVPD).

The value obtained for the HOMO-LUMO gap is 4.84 eV. The HOMO energy comes out at -11.69 eV. The value obtained for the calculated total energy is -21876.3187 eV. Its charge is +1. The calculation puts the largest force on an atom at 5.20 eV/A.

Structure (XYZ):
```
19
Properties=species:S:1:pos:R:3:forces:R:3
C 1.999 -1.026 -1.314 -1.20 0.54 1.96
C 2.064 -1.128 0.024 1.15 -0.57 -1.07
C 0.027 -0.297 -0.430 -1.26 0.76 -2.38
C 3.014 -1.747 0.912 0.86 0.94 2.64
C -3.374 2.370 -0.277 -3.48 -3.54 1.57
C -3.003 1.228 0.668 1.33 2.07 -1.01
N 0.869 -0.727 0.479 -1.57 1.58 3.84
N 0.756 -0.499 -1.571 -0.19 -0.16 -0.18
Cl -2.675 1.547 2.227 -0.31 -0.12 0.16
H 2.703 -1.317 -1.995 1.36 -0.49 -1.81
H 3.128 -2.776 0.725 -0.17 -1.49 -0.04
H 4.038 -1.369 0.901 -0.20 0.40 -0.18
H 2.618 -1.575 1.962 0.72 -0.55 -1.02
H -4.446 2.727 -0.077 1.25 -0.61 0.06
H -3.378 1.964 -1.241 0.00 -0.56 -1.56
H -2.805 3.204 -0.258 2.24 2.55 0.70
H -2.663 0.242 0.329 -0.55 -0.03 -0.14
H 0.644 -0.431 1.461 0.75 -1.09 -1.32
H 0.485 -0.389 -2.523 -0.74 0.36 -0.20
```
Positions in Å, forces in eV/Å.

Löwdin atomic charge list, values in e, 2 entries: number 1, C, carries -0.0283; number 2, C, carries -0.3488

=====

Entry from OMol25: a gas-phase ion, C6H10ClN2 (charge +1) in a non-equilibrium geometry (wB97M-V/def2-TZVPD).

The value obtained for the HOMO-LUMO gap (alpha / beta) is 8.21 / 8.21 eV. Its SMILES is CC[C@@]1(C)C=NC(Cl)=[NH+]1. The HOMO energy (alpha / beta) comes out at -14.54 / -14.54 eV. The value obtained for the calculated total energy is -21875.9257 eV. Its charge is +1. The calculation puts the largest force on an atom at 7.41 eV/A.

Structure (XYZ):
```
19
Properties=species:S:1:pos:R:3:forces:R:3
C -0.873 -0.838 -0.936 -0.72 -2.32 -0.84
C -2.726 -0.195 -0.020 5.36 5.00 1.12
C -0.312 0.224 -0.151 1.06 2.80 0.04
C 0.722 1.166 -0.875 -2.95 2.01 -0.91
C 1.954 -0.788 0.474 4.00 1.22 0.14
C 0.593 -0.424 0.900 -1.07 -2.09 1.58
N -2.142 -1.086 -0.776 -2.01 -0.29 0.03
N -1.438 0.936 0.410 -5.53 -4.44 -1.81
Cl -4.246 0.274 0.349 -0.11 -0.68 -0.10
H -0.463 -1.666 -1.570 0.85 1.41 0.62
H 0.226 1.918 -1.583 0.55 -1.39 0.78
H 1.449 0.571 -1.361 0.61 -0.16 -0.57
H 1.098 1.768 -0.065 0.63 0.18 0.08
H 2.476 0.212 0.204 -0.17 -1.76 1.33
H 2.216 -1.290 -0.474 -1.02 -0.64 0.49
H 2.500 -1.318 1.359 -0.86 1.03 -1.74
H 0.680 0.283 1.729 -0.20 -0.06 -0.12
H 0.098 -1.342 1.281 0.00 0.58 0.14
H -1.815 1.594 1.108 1.58 -0.42 -0.26
```
Positions in Å, forces in eV/Å.

Löwdin atomic charge list, values in e, 2 entries: number 1, C, carries 0.0293; number 2, C, carries -0.5850

=====

Entry from OMol25: a single C6H10ClNO molecule in a non-equilibrium geometry (wB97M-V/def2-TZVPD).

The value obtained for the HOMO-LUMO gap is 9.13 eV. Its SMILES is C[C@@]1(Cl)CCC[C@@H]1N=O. The HOMO energy comes out at -8.90 eV. The value obtained for the calculated total energy is -22440.7188 eV. The calculation puts the largest force on an atom at 4.84 eV/A.

Structure (XYZ):
```
19
Properties=species:S:1:pos:R:3:forces:R:3
C 1.367 0.481 0.925 -2.61 -1.49 0.69
C 0.496 1.566 0.362 1.12 1.43 -0.30
C 0.516 -0.762 1.066 -1.29 -3.37 -1.19
C -0.653 0.848 -0.403 -0.15 -0.65 -1.24
C -0.489 -0.732 -0.133 1.25 1.74 -0.67
C -0.005 -1.505 -1.413 -4.80 -0.62 0.19
N -1.954 1.221 0.255 -0.26 1.32 -0.03
O -2.721 1.893 -0.386 1.02 -0.78 0.15
Cl -2.032 -1.415 0.435 -0.32 -0.69 -0.46
H 2.084 0.237 0.258 2.70 -0.63 -2.12
H 1.783 0.645 1.854 1.16 1.02 1.87
H 0.060 2.059 1.226 -0.30 0.47 -0.06
H 1.253 2.344 -0.148 -2.40 -1.56 0.52
H 1.047 -1.796 0.878 -0.44 2.03 0.92
H -0.185 -0.924 1.932 1.38 0.74 -0.28
H -0.695 1.033 -1.506 -0.04 0.07 0.89
H -0.846 -1.367 -2.293 2.07 -0.58 2.26
H 0.067 -2.560 -1.079 -0.30 0.38 -0.56
H 0.905 -1.266 -1.829 2.20 1.17 -0.57
```
Positions in Å, forces in eV/Å.

Löwdin atomic charge list, values in e, 2 entries: number 1, C, carries -0.2082; number 2, C, carries -0.1297

=====

Q: What is the formula in the fifth record?
A: C6H10BrN2

=====

Q: Among the records above, which one has the lowest calculated total energy?
A: number 5

=====

Q: What is the calculated total energy in the eighth record?
A: -22440.7188 eV

=====

Q: Among the records above, which one has the highest calculated total energy?
A: number 7